# 1
A single C4H6N2O molecule at a distorted geometry, computed with ωB97M-V/def2-TZVPD.

```
13
Properties=species:S:1:pos:R:3:forces:R:3:mulliken_charge:R:1
C -0.34619 0.88979 0.38895 1.1 1.3 0.4 -0.287
C -1.51284 0.39378 -0.68511 6.2 1.6 -3.7 -0.496
C -0.34344 -0.66049 0.84657 1.4 3.8 -4.5 -0.082
C 0.97677 -0.77359 0.07184 4.8 -4.0 -1.7 0.257
H 1.00394 0.90175 -0.91864 2.0 2.8 4.2 0.418
H -0.83163 1.56779 1.07730 0.4 0.2 0.2 0.343
H -2.28825 0.98820 -0.68673 -4.5 3.0 0.9 0.310
H -1.38455 0.32329 -1.84982 1.0 0.0 1.8 0.220
H -1.56289 -1.69972 -0.47508 -0.4 1.9 0.5 0.298
H -0.41267 -0.98421 1.83036 0.3 -0.6 1.6 0.386
N -1.51223 -0.75060 0.00085 -0.9 -8.1 2.1 -0.309
N 2.02051 -0.85740 -0.53579 -5.3 -0.7 2.7 -0.538
O 1.15903 1.38274 0.12921 -6.0 -1.3 -4.6 -0.523
```
Positions in Å, forces in eV/Å.

Calculated values
Energy above the lowest of the compared OMol25 structures with the same formula, charge and spin ... 152.5 kcal/mol
HOMO level ... -9.76 eV
Orbital gap ... 10.5 eV
Molecular weight ... 98.105 g/mol
Structure (SMILES) ... N#C[C@@H]1NC[C@@H]1O
Electronic energy ... -9266.8897 eV

***

# 2
A single C4H6N2O molecule at a distorted geometry, computed with ωB97M-V/def2-TZVPD.

```
13
Properties=species:S:1:pos:R:3:forces:R:3:mulliken_charge:R:1
N 1.61702 0.94035 -0.26116 0.3 -0.2 -0.1 -0.635
C 0.60110 0.51209 0.68193 -0.2 -0.1 0.0 0.162
C 0.12362 -0.80261 0.60001 -0.1 0.3 -0.1 0.185
O 0.91317 -1.85230 0.93398 -0.1 -0.1 -0.3 -0.483
C -1.09109 -0.77285 -0.10122 -0.1 -0.1 0.0 -0.113
C -1.38527 0.57238 -0.31913 -0.5 -0.1 0.5 -0.890
N -0.48115 1.32329 0.35339 -0.1 -0.1 -0.5 -0.091
H 1.02640 0.82750 -1.12112 1.2 0.2 0.1 0.242
H 2.35089 0.24170 -0.33025 0.1 0.2 0.2 0.266
H 0.44683 -2.67730 0.75227 0.1 0.1 0.0 0.334
H -1.63672 -1.61439 -0.50698 -0.1 0.1 0.2 0.360
H -2.22781 1.01642 -0.82619 -0.2 -0.1 0.3 0.381
H -0.25700 2.28569 0.14446 -0.2 -0.1 -0.1 0.282
```
Positions in Å, forces in eV/Å.

Calculated values
Energy above the lowest of the compared OMol25 structures with the same formula, charge and spin ... 67.5 kcal/mol
HOMO level ... -7.41 eV
Orbital gap ... 8.2 eV
Molecular weight ... 98.105 g/mol
Structure (SMILES) ... Nc1[nH]ccc1O
Electronic energy ... -9270.5751 eV

***

# 3
A single C4H6N2O molecule at a distorted geometry, computed with ωB97M-V/def2-TZVPD.

```
13
Properties=species:S:1:pos:R:3:forces:R:3:mulliken_charge:R:1
C -1.66408 -0.20719 -0.08258 0.0 0.3 -0.4 0.132
C 1.06086 0.00218 -0.13139 -5.1 -0.3 1.0 0.734
C 1.01815 -1.46217 0.03656 2.5 -3.4 1.6 -1.178
C -0.60380 0.72692 0.36772 1.5 -3.7 0.5 0.015
N -2.50651 -0.92951 -0.40431 0.6 0.4 0.2 -0.440
N -0.72964 2.05157 -0.06837 -1.1 0.7 -1.4 -0.605
O 1.89204 0.73673 -0.48779 1.3 0.9 -0.4 -0.453
H 0.88518 -1.77914 1.13548 0.1 1.1 -1.2 0.305
H 2.05864 -1.94553 -0.19372 -1.8 1.0 0.1 0.313
H 0.24793 -2.13520 -0.40523 0.3 1.4 -0.4 0.351
H -0.60275 0.47302 1.48096 0.2 1.2 -1.0 0.226
H 0.21023 2.34224 -0.26664 0.5 0.7 -0.2 0.325
H -1.26625 2.12607 -0.98068 0.9 -0.3 1.6 0.275
```
Positions in Å, forces in eV/Å.

Calculated values
Energy above the lowest of the compared OMol25 structures with the same formula, charge and spin ... 56.1 kcal/mol
HOMO level ... -9.17 eV
Orbital gap ... 9.8 eV
Molecular weight ... 98.105 g/mol
Structure (SMILES) ... CC(=O)[C@@H](N)C#N
Electronic energy ... -9271.0673 eV

***

# 4
C4H6N2O as an isolated structure, computed with ωB97M-V/def2-TZVPD.

```
13
Properties=species:S:1:pos:R:3:forces:R:3:mulliken_charge:R:1
N -2.26449 -0.40171 -0.13854 0.0 -0.1 0.1 -0.641
C -0.91056 -0.03583 0.05994 0.0 0.3 -0.3 0.394
C -0.25999 1.15250 -0.31041 0.0 -0.1 0.1 -0.596
C 1.10396 0.87161 -0.36230 0.1 -0.1 0.0 -0.290
C 1.25256 -0.48131 -0.04912 -0.2 0.1 0.0 0.305
O 2.38793 -1.20096 0.14226 0.2 0.1 -0.1 -0.495
N 0.07994 -1.09525 0.18318 0.1 0.1 0.0 -0.555
H -2.88939 0.04892 0.52001 0.1 -0.1 -0.1 0.274
H -2.36514 -1.40683 -0.05587 0.0 0.1 0.0 0.257
H -0.74608 2.09218 -0.54362 0.1 -0.2 0.1 0.404
H 1.90613 1.57532 -0.56026 -0.1 -0.1 0.0 0.364
H 3.14195 -0.63357 -0.05583 -0.1 -0.1 0.0 0.320
H -0.43682 -0.48507 1.17056 0.1 0.0 0.1 0.259
```
Positions in Å, forces in eV/Å.

Calculated values
Energy above the lowest of the compared OMol25 structures with the same formula, charge and spin ... 68.5 kcal/mol
HOMO level ... -7.85 eV
Orbital gap ... 8.6 eV
Molecular weight ... 98.105 g/mol
Electronic energy ... -9270.5336 eV

***

# 5
A single C4H6N2O molecule at a distorted geometry, computed with ωB97M-V/def2-TZVPD.

```
13
Properties=species:S:1:pos:R:3:forces:R:3:mulliken_charge:R:1
C -2.15489 -0.43842 -0.09942 2.5 -0.4 -1.4 0.543
C 0.25580 -0.97512 0.21348 1.1 0.3 -1.4 -0.435
C 1.26860 0.24830 0.01075 0.6 -1.0 -1.7 -0.564
C -0.92858 -0.65832 -0.63570 1.9 -0.8 -1.3 -0.590
N -3.12058 -0.40652 0.47640 -4.1 0.4 2.2 -0.426
N 0.58897 1.42486 0.34814 0.5 1.6 1.8 0.119
O -0.32539 1.84169 -0.40916 -0.3 0.2 -0.2 -0.456
H 0.75368 -1.94962 -0.07529 -0.5 1.1 0.2 0.270
H 0.00958 -0.97157 1.23644 -0.4 -0.4 1.3 0.322
H 2.26996 0.18027 0.54998 -1.4 -0.1 -0.8 0.364
H 1.32678 0.39433 -1.11738 0.9 -0.7 1.2 0.305
H -0.75348 -0.62415 -1.71967 -0.4 0.1 0.6 0.304
H 0.80954 1.93426 1.22143 -0.5 -0.3 -0.6 0.245
```
Positions in Å, forces in eV/Å.

Calculated values
Energy above the lowest of the compared OMol25 structures with the same formula, charge and spin ... 118.0 kcal/mol
HOMO level (spin up / spin down) ... -8.55 / -8.65 eV
Orbital gap (spin up / spin down) ... 8.7 / 8.0 eV
Molecular weight ... 98.105 g/mol
Electronic energy ... -9268.3832 eV

***

# 6
A single C4H6N2O molecule at a distorted geometry, computed with ωB97M-V/def2-TZVPD.

```
13
Properties=species:S:1:pos:R:3:forces:R:3:mulliken_charge:R:1
C -2.10827 0.12875 -0.39170 0.0 0.1 0.0 -1.277
C -0.67599 -0.32494 -0.20206 -0.1 -0.2 0.0 -0.301
O 0.22421 0.77701 0.06211 0.4 -0.1 -0.1 -0.303
C 1.49706 0.35960 0.24610 0.3 -0.7 -0.4 0.589
N 1.96639 -0.78764 0.49786 -0.2 -0.1 -0.3 -0.548
C 2.60957 1.21828 -0.15403 0.9 0.5 -0.5 0.218
N 3.61939 1.47932 -0.65792 -1.1 0.4 0.7 -0.364
H -2.20023 0.86159 -1.19561 0.1 0.0 0.1 0.332
H -2.70711 -0.74943 -0.66837 0.2 0.2 0.1 0.360
H -2.53105 0.55022 0.52362 0.1 0.0 -0.1 0.319
H -0.30621 -0.81068 -1.11330 -0.1 0.0 0.1 0.399
H -0.62322 -1.04700 0.62179 0.0 0.2 -0.1 0.306
H 1.30777 -1.54524 0.40775 -0.4 -0.2 0.6 0.271
```
Positions in Å, forces in eV/Å.

Calculated values
Energy above the lowest of the compared OMol25 structures with the same formula, charge and spin ... 51.0 kcal/mol
HOMO level ... -10.75 eV
Orbital gap ... 11.4 eV
Molecular weight ... 98.105 g/mol
Structure (SMILES) ... [H]/N=C(/C#N)OCC
Electronic energy ... -9271.2889 eV

***

# 7
A single C4H6N2O molecule at a distorted geometry, computed with ωB97M-V/def2-TZVPD.

```
13
Properties=species:S:1:pos:R:3:forces:R:3:mulliken_charge:R:1
C 0.43608 1.07249 -0.07731 -1.1 -0.2 0.0 -0.287
C -0.89347 1.04601 -0.15224 -0.1 0.9 -0.5 -0.409
C -1.66191 -0.22126 0.10160 0.2 0.5 0.4 -0.390
C 0.38714 -1.30025 -0.11967 -0.2 0.6 0.3 -0.011
H 2.93431 -0.19748 0.62047 0.2 0.0 0.4 0.357
H 1.06855 1.92075 -0.22723 0.2 0.3 -0.1 0.410
H -1.43002 1.96292 -0.41818 0.2 -0.4 0.1 0.339
H -2.60509 -0.24367 -0.46135 0.3 -0.1 0.1 0.316
H -1.91558 -0.24120 1.16797 -0.2 -0.1 0.0 0.235
H 1.04583 -2.13226 -0.33116 0.1 -0.1 0.0 0.380
N 1.08220 -0.11131 0.25900 0.2 -1.2 0.0 -0.007
N -0.86841 -1.40370 -0.17899 0.4 -0.3 -0.4 -0.506
O 2.42038 -0.15104 -0.18292 -0.1 0.1 -0.4 -0.428
```
Positions in Å, forces in eV/Å.

Calculated values
Energy above the lowest of the compared OMol25 structures with the same formula, charge and spin ... 70.6 kcal/mol
HOMO level ... -8.43 eV
Orbital gap ... 9.2 eV
Molecular weight ... 98.105 g/mol
Structure (SMILES) ... ON1C=CCN=C1
Electronic energy ... -9270.4404 eV

***

# 8
A single C4H6N2O molecule at a distorted geometry, computed with ωB97M-V/def2-TZVPD.

```
13
Properties=species:S:1:pos:R:3:forces:R:3:mulliken_charge:R:1
C -2.31303 0.54381 0.19756 0.2 -0.1 0.0 -0.598
O -1.48174 -0.63697 -0.03751 0.6 -0.4 0.1 -0.398
C -0.11473 -0.45353 -0.11248 0.7 0.1 0.2 0.629
N 0.29792 0.76797 -0.26117 -0.1 -0.1 0.1 -0.530
N 1.64717 0.77731 -0.13001 0.4 -0.6 -0.3 -0.058
C 2.16996 -0.52028 0.02495 -1.1 0.8 -0.3 -0.307
C 1.09420 -1.38396 0.02676 -1.4 0.9 0.0 -0.506
H -3.34183 0.19897 0.37775 0.5 -0.3 -0.1 0.243
H -1.98624 1.10799 1.08008 0.2 -0.3 -0.2 0.296
H -2.34375 1.24272 -0.64965 0.3 -0.4 0.1 0.257
H 2.01481 1.44747 -0.79737 0.6 -0.1 0.6 0.257
H 3.25275 -0.60963 0.24023 -1.0 -0.3 -0.5 0.376
H 1.10451 -2.48186 0.04086 -0.1 0.8 0.3 0.339
```
Positions in Å, forces in eV/Å.

Calculated values
Energy above the lowest of the compared OMol25 structures with the same formula, charge and spin ... 52.6 kcal/mol
HOMO level ... -8.79 eV
Orbital gap ... 9.9 eV
Molecular weight ... 98.105 g/mol
Structure (SMILES) ... COc1cc[nH]n1
Electronic energy ... -9271.2224 eV

***

# 9
A single C4H6N2O molecule, computed with ωB97M-V/def2-TZVPD.

```
13
Properties=species:S:1:pos:R:3:forces:R:3:mulliken_charge:R:1
C 2.05162 -0.32170 0.15805 0.0 0.0 0.0 -1.067
C 0.60832 -0.06750 -0.11175 0.0 -0.2 -0.3 0.507
N -0.10512 -0.56872 -1.03618 0.0 0.0 0.6 -0.588
C -1.43251 0.00455 -0.81690 -0.4 0.0 0.1 0.179
C -1.35892 1.09390 0.24432 0.7 0.2 0.0 -0.341
O -2.18160 -0.85225 0.07657 -0.2 -0.6 -0.5 -0.497
N -0.12227 0.86542 0.68626 -0.2 0.4 0.0 -0.001
H 2.43112 -1.04183 -0.56723 -0.1 0.1 0.1 0.285
H 2.19847 -0.71732 1.16915 -0.1 0.0 -0.1 0.327
H 2.62498 0.60926 0.07640 -0.1 -0.1 0.0 0.312
H -1.95997 0.13944 -1.76562 0.1 0.3 0.3 0.322
H -2.99593 -0.36585 0.28570 0.2 -0.2 0.0 0.365
H 0.23870 1.25079 1.54730 0.0 0.1 -0.2 0.198
```
Positions in Å, forces in eV/Å.

Calculated values
Energy above the lowest of the compared OMol25 structures with the same formula, charge and spin ... 70.5 kcal/mol
HOMO level ... -9.03 eV
Orbital gap ... 9.6 eV
Molecular weight ... 98.105 g/mol
Electronic energy ... -9270.4427 eV

***

# 10
A single C4H6N2O molecule, computed with ωB97M-V/def2-TZVPD.

```
13
Properties=species:S:1:pos:R:3:forces:R:3:mulliken_charge:R:1
C 0.31568 -0.98797 1.91032 0.0 -0.2 0.2 -0.763
O 0.50951 0.26166 1.27130 0.0 0.1 -0.1 -0.426
C 0.12024 0.26261 -0.01749 -0.1 0.0 -0.2 0.408
C -0.32332 -0.68848 -0.89573 0.0 -0.2 0.2 -0.134
N -0.61529 -0.09653 -2.10865 0.1 0.3 0.0 -0.622
C -0.35268 1.17102 -1.95906 0.0 0.0 -0.1 -0.278
N 0.10451 1.45030 -0.69733 0.0 0.0 0.1 -0.044
H -0.72420 -1.31779 1.79567 0.1 0.0 0.0 0.335
H 0.54205 -0.83969 2.96641 0.0 0.0 -0.2 0.228
H 0.98514 -1.74982 1.49175 -0.1 0.1 0.0 0.316
H -0.45896 -1.74959 -0.73201 0.0 0.2 0.0 0.422
H -0.47831 1.94130 -2.70949 0.1 -0.1 0.1 0.364
H 0.37562 2.34299 -0.31568 -0.1 -0.1 -0.1 0.194
```
Positions in Å, forces in eV/Å.

Calculated values
Energy above the lowest of the compared OMol25 structures with the same formula, charge and spin ... 26.2 kcal/mol
HOMO level ... -8.23 eV
Orbital gap ... 9.1 eV
Molecular weight ... 98.105 g/mol
Structure (SMILES) ... COc1cnc[nH]1
Electronic energy ... -9272.3669 eV

***

# 11
A single C4H6N2O molecule, computed with ωB97M-V/def2-TZVPD.

```
13
Properties=species:S:1:pos:R:3:forces:R:3:mulliken_charge:R:1
C -2.24589 0.29259 -0.08169 -0.1 -0.1 0.0 -1.044
C -0.85752 -0.24834 -0.17592 -0.1 -0.1 -0.2 0.650
N -0.49274 -1.09320 -1.11111 -0.3 0.4 0.2 -0.538
O 0.91079 -1.19211 -0.99297 0.4 0.2 0.1 -0.177
C 1.29988 -0.38954 -0.00160 -0.1 0.2 0.1 0.342
N 2.61585 -0.10512 0.25298 0.2 -0.1 0.1 -0.507
C 0.23305 0.18030 0.61269 0.0 0.0 0.1 -0.397
H -2.93973 -0.24970 -0.72350 0.1 0.0 0.1 0.324
H -2.60256 0.27208 0.95195 0.0 -0.1 -0.1 0.301
H -2.23614 1.34342 -0.39784 0.0 -0.2 0.0 0.244
H 2.70529 0.87143 0.48916 0.4 -0.2 0.0 0.226
H 3.35188 -0.45928 -0.33494 -0.3 -0.1 -0.2 0.246
H 0.25785 0.77746 1.51279 -0.1 0.1 -0.3 0.331
```
Positions in Å, forces in eV/Å.

Calculated values
Energy above the lowest of the compared OMol25 structures with the same formula, charge and spin ... 42.3 kcal/mol
HOMO level ... -8.57 eV
Orbital gap ... 9.5 eV
Molecular weight ... 98.105 g/mol
Structure (SMILES) ... Cc1cc(N)on1
Electronic energy ... -9271.6684 eV

***

# 12
A single C4H6N2O2 molecule at a distorted geometry, computed with ωB97M-V/def2-TZVPD.

```
14
Properties=species:S:1:pos:R:3:forces:R:3:mulliken_charge:R:1
C -0.06811 -0.00327 -0.63822 -0.8 1.6 2.4 0.579
C -1.42139 -1.98276 -0.88682 1.3 0.8 0.6 0.229
C 1.03298 -0.53730 0.24704 -0.6 1.5 -0.9 -0.101
C 1.81881 0.21050 1.00485 1.1 0.6 0.7 -0.706
H -1.19586 2.13827 0.91807 0.1 -0.1 0.1 0.252
H -0.48077 3.01166 -0.22167 0.4 -1.6 1.0 0.270
H -1.99152 -2.44254 -1.77259 0.7 0.4 1.5 0.299
H 1.09996 -1.57087 0.15460 0.3 -1.7 0.2 0.297
H 1.67801 1.28295 0.97938 0.0 -0.1 0.1 0.353
H 2.65756 -0.10944 1.68308 -1.1 -0.3 -1.0 0.245
N -0.35943 2.09891 0.33365 -0.3 1.6 -1.5 -0.475
N -0.73602 1.09367 -0.63884 0.7 -0.4 0.2 -0.423
O -0.69577 -0.89117 -1.44741 -1.0 -2.9 -0.8 -0.360
O -1.33846 -2.29862 0.28488 -0.7 0.5 -2.8 -0.459
```
Positions in Å, forces in eV/Å.

Calculated values
Energy above the lowest of the compared OMol25 structures with the same formula, charge and spin ... 78.2 kcal/mol
HOMO level ... -9.03 eV
Orbital gap ... 9.6 eV
Molecular weight ... 114.104 g/mol
Structure (SMILES) ... C=C/C(=N\N)OC=O
Electronic energy ... -11317.6527 eV